{"formula": "C26H30CdN4O2S5Te4", "method": "the ωB97M-V functional and the def2-TZVPD basis", "species": ["H", "S", "N", "S", "S", "Te", "C", "H", "C", "H", "C", "H", "N", "H", "H", "H", "C", "C", "C", "H", "C", "H", "H", "H", "Te", "C", "S", "H", "C", "C", "H", "H", "H", "C", "H", "C", "C", "H", "C", "H", "H", "C", "H", "C", "H", "C", "O", "H", "H", "H", "H", "Te", "Cd", "C", "H", "C", "O", "C", "H", "C", "C", "N", "S", "N", "C", "H", "H", "Te", "C", "C", "C", "H"], "positions_angstrom": [[13.88769, 12.37452, 18.26236], [11.87970, 16.62431, 14.91038], [10.95536, 11.67707, 20.93478], [14.49963, 15.05133, 13.81603], [9.52410, 14.81612, 13.86319], [11.82252, 13.43800, 11.53704], [13.91921, 16.57497, 13.00178], [16.83900, 14.79356, 14.09811], [14.30090, 9.88232, 13.97469], [18.02096, 7.18702, 12.64852], [15.75736, 8.80903, 12.39024], [13.27538, 16.23560, 12.18801], [11.45698, 13.12521, 16.06753], [16.19821, 8.76898, 11.40034], [13.61209, 15.15627, 16.63027], [12.65193, 18.26928, 13.32365], [14.07313, 8.93164, 16.33198], [14.87480, 9.83004, 12.68043], [16.18233, 15.59501, 15.97408], [15.84190, 14.66134, 16.42394], [15.51754, 7.89471, 14.58526], [13.46662, 10.82544, 11.41617], [14.84053, 11.82213, 11.89154], [12.58518, 18.02183, 16.70857], [12.54753, 16.31653, 7.26452], [14.53988, 10.81409, 11.60586], [15.20524, 16.95505, 16.70549], [14.77589, 17.07290, 12.54164], [12.88512, 12.53756, 17.88893], [14.62622, 8.89333, 14.93265], [14.51288, 8.14156, 16.93903], [10.09296, 11.39099, 20.50687], [12.86323, 10.76991, 15.30778], [11.78803, 12.34262, 18.76493], [9.43350, 13.12194, 16.44795], [12.68343, 12.91878, 16.60500], [7.08558, 13.83796, 13.34418], [11.19068, 11.20281, 21.78730], [17.06703, 6.75588, 12.96107], [12.99055, 8.79700, 16.34298], [9.60103, 12.49433, 18.78202], [13.15667, 17.50911, 13.92343], [14.28988, 9.88340, 16.81676], [8.45248, 13.56990, 13.19746], [17.21088, 15.77273, 16.30043], [16.09376, 7.83692, 13.32350], [13.29562, 12.03527, 13.81053], [16.37926, 16.50638, 14.02290], [16.68053, 6.16245, 12.12798], [11.53671, 16.68950, 17.21706], [13.51777, 13.07148, 15.93305], [12.00448, 15.02277, 9.52268], [11.51538, 13.18404, 13.96771], [7.90131, 11.36341, 12.37060], [13.55611, 16.02523, 18.16243], [12.40353, 16.95151, 16.60909], [13.19566, 11.80090, 20.57354], [16.12467, 15.53854, 14.45877], [15.04042, 10.55161, 10.67410], [10.50677, 12.57914, 18.19808], [10.40405, 12.94966, 16.88980], [6.00643, 14.16045, 13.57826], [10.47261, 11.68210, 12.68000], [7.23112, 10.45408, 12.15442], [12.05487, 11.91673, 20.11549], [17.24546, 6.08850, 13.80131], [13.81761, 17.97966, 14.64517], [10.38035, 15.33034, 11.68007], [8.85642, 12.31981, 12.75337], [13.60201, 16.14411, 17.07701], [13.42349, 10.94256, 14.37985], [15.78029, 7.14671, 15.32239]], "lumo_energy_ev": [2.57, 2.28], "energy_ev": -125413.5056, "charge": -2}

---

{"formula": "C26H30F5MgN8O3P2S2", "method": "the ωB97M-V functional and the def2-TZVPD basis", "species": ["C", "H", "H", "C", "H", "C", "C", "N", "Mg", "S", "H", "H", "C", "H", "N", "F", "C", "H", "H", "C", "C", "S", "H", "N", "C", "H", "H", "F", "C", "C", "N", "F", "C", "P", "H", "H", "N", "H", "C", "H", "H", "H", "H", "C", "O", "N", "C", "H", "H", "C", "H", "C", "C", "N", "H", "F", "O", "N", "H", "C", "C", "C", "C", "H", "H", "H", "H", "C", "H", "C", "P", "C", "H", "F", "H", "O", "C"], "positions_angstrom": [[2.40690, -2.17715, -0.06698], [-3.17808, 3.78403, 2.25642], [-0.98158, -0.85169, 6.67172], [2.12589, 3.61098, 1.19401], [1.51916, 2.63335, 4.39221], [3.24506, -0.34409, 1.03906], [-3.16076, -1.10872, 2.68593], [-2.44466, 0.11439, 3.05695], [0.21943, -0.14018, 0.22516], [4.53207, -6.13269, -1.61980], [-0.03553, 0.60654, 6.30337], [2.13893, 4.69203, 1.35348], [-1.99977, 3.13160, -3.53835], [-2.50936, 4.63846, 0.85311], [-0.38616, -0.68352, 4.66860], [-4.31556, 3.30885, -3.11336], [-0.84155, 4.93802, 2.99985], [5.71368, -2.58251, 0.50718], [2.28752, 4.13060, 3.82765], [-0.63376, 1.50935, -2.33194], [-0.96044, -4.00430, -1.82037], [0.93286, 0.78496, -1.96458], [-4.12288, 1.34800, 3.11762], [2.21631, -0.96604, 0.48166], [1.23019, -2.84117, -0.67818], [1.09300, -1.91577, 3.82421], [-2.54486, -1.72502, 2.03462], [-2.07901, 4.10675, -4.43696], [4.52658, -0.88332, 1.08439], [1.36441, -4.07709, -1.30358], [4.91125, -4.78207, -0.82224], [-1.79299, 0.14070, -0.75797], [3.66264, -2.78297, -0.07444], [-0.82906, -0.00403, 3.26238], [-3.44828, -1.69210, 3.56516], [-1.93546, -2.21662, -1.11638], [-1.06868, 3.79835, 2.12174], [0.74241, -2.20982, 5.53372], [-1.00736, -2.77087, -1.17286], [3.03730, 0.63530, 1.45740], [-1.85684, -4.41614, -2.26006], [1.63317, 3.37498, 0.25144], [-1.50917, 4.91022, 3.86512], [-2.39356, 3.76500, 1.49634], [-0.38463, 1.55018, 3.36380], [0.04736, -2.20158, -0.61084], [2.11629, 3.07501, 3.59917], [-2.49925, 2.87197, 0.88624], [-3.69408, 0.65828, 4.68905], [-3.04663, 1.71363, -1.93430], [-1.02713, 5.86088, 2.44866], [0.24114, -4.66681, -1.88356], [-3.28684, 1.07670, 3.76416], [1.45610, 2.92875, 2.30769], [3.15423, 3.25096, 1.12685], [-4.12684, 1.30905, -1.25936], [-0.34229, 1.73088, 0.82978], [2.96104, -5.87137, -1.87576], [-4.06048, -0.82238, 2.14132], [-3.14378, 2.72872, -2.86811], [-1.81457, 1.13950, -1.70575], [4.73610, -2.11852, 0.51397], [0.86332, -1.43943, 4.77219], [-1.72924, 0.48795, 5.81016], [1.69384, -0.78922, 5.06536], [0.18713, 4.95998, 3.35201], [0.33641, -5.62731, -2.37231], [3.79128, -4.08252, -0.71814], [3.08546, 2.57208, 3.57481], [2.67916, -4.70275, -1.31874], [-0.09532, 2.50958, 2.07449], [-0.78138, 2.53054, -3.26835], [-2.72998, 1.98197, 3.99416], [0.27699, 2.97840, -3.93931], [5.33184, -0.33215, 1.54784], [-0.17955, -0.72387, 2.12500], [-0.80572, -0.07415, 5.92876]], "lumo_energy_ev": -2.94, "energy_ev": -104797.2445, "charge": 1}

---

{"formula": "C26H30IrN2O6P2", "method": "the ωB97M-V functional and the def2-TZVPD basis", "species": ["H", "H", "Ir", "C", "H", "H", "C", "C", "O", "O", "C", "C", "H", "H", "H", "C", "C", "H", "O", "C", "C", "O", "C", "H", "P", "C", "N", "C", "H", "P", "H", "H", "H", "C", "H", "C", "H", "H", "C", "C", "C", "H", "C", "C", "H", "C", "O", "O", "H", "H", "H", "H", "C", "H", "C", "H", "H", "C", "H", "C", "C", "H", "H", "H", "N", "C", "H"], "positions_angstrom": [[0.86708, 4.27890, -5.20640], [-7.00840, -6.81493, -0.14169], [3.01416, 1.74938, -0.51876], [-2.75444, -6.65459, 2.46031], [-0.21646, 0.97501, -1.69732], [2.05687, -2.53185, -1.87368], [0.70872, 5.62803, 0.37817], [-2.35132, 1.10580, 0.64938], [-4.12181, -7.63966, 0.23542], [4.96344, 3.43744, 0.92741], [-0.92427, 1.06697, 2.56720], [-0.26299, 1.44804, -3.86336], [5.81103, -1.24752, 1.30136], [-3.35119, -3.56095, -1.12444], [-2.53525, -4.45935, 0.29231], [0.48875, 2.93474, -2.09251], [3.37101, 5.87871, 1.10825], [-1.80836, 2.48973, -0.78687], [5.24287, 0.94282, 1.18448], [0.67033, 3.58691, -4.38237], [3.81786, 3.41086, 0.42936], [-3.56164, -5.70009, 1.81064], [-1.47018, 2.01916, 0.08517], [1.16811, 4.92141, -2.75623], [1.08527, 2.98779, -0.46607], [1.57947, 4.59861, 0.06795], [4.28255, 0.55601, 0.37998], [-7.24469, -6.20624, 0.70618], [1.42783, -2.37031, -0.24431], [-4.55189, -6.30438, 0.70393], [-2.17277, -6.04463, 3.10857], [0.05186, 2.16459, -5.91152], [-0.32582, 5.52986, 0.00662], [-0.19028, 2.21463, 0.57383], [5.23654, 1.95532, 1.18924], [0.11336, 2.38634, -4.82240], [4.61420, -2.51972, 1.19304], [0.92423, 2.18091, 2.38785], [2.90799, -0.95559, -0.59317], [1.13056, 6.76712, 1.05643], [2.96699, 4.70440, 0.47246], [-7.98269, -6.60246, 1.38123], [5.08171, -1.70876, 0.62195], [2.33044, -2.32545, -0.83235], [5.61630, -2.27990, -0.19186], [2.43780, 6.86481, 1.49464], [-5.94314, -6.08661, 1.45494], [-4.51158, -4.90149, -0.14176], [-2.75504, -0.00518, 2.43883], [2.92789, -3.17776, -0.47928], [-3.35906, 0.91400, 0.18965], [-3.40646, -7.33274, 3.02613], [-3.16651, -4.47115, -0.57194], [-2.13167, -7.26785, 1.81383], [-0.06430, 1.71410, -2.51552], [4.42343, 6.04856, 1.43629], [-0.67893, 0.64894, 3.53543], [0.01315, 1.85018, 1.91070], [2.78556, 7.62746, 2.22647], [-2.10053, 0.67458, 1.92197], [4.09689, -0.72821, 0.20910], [-0.66499, 0.47314, -4.15003], [-2.68043, -5.23098, -1.22062], [0.44714, 7.58637, 1.32965], [2.22707, 0.07132, -1.00676], [0.84648, 3.93433, -3.04694], [-7.43788, -5.19892, 0.37182]], "lumo_energy_ev": [-4.71, -11.94], "s_squared": 8.789, "energy_ev": -64107.8869, "multiplicity": 6, "charge": 2}

---

{"formula": "C26H30N2O4", "method": "the ωB97M-V functional and the def2-TZVPD basis", "species": ["H", "H", "H", "H", "H", "C", "H", "H", "H", "N", "C", "H", "C", "C", "O", "O", "C", "C", "C", "H", "H", "H", "O", "C", "H", "C", "H", "C", "H", "H", "H", "N", "H", "O", "C", "C", "H", "C", "H", "H", "H", "C", "H", "C", "H", "C", "C", "C", "H", "C", "C", "H", "C", "C", "C", "H", "C", "C", "H", "H", "C", "H"], "positions_angstrom": [[0.26284, -0.54442, -1.71176], [-4.06064, 5.20476, 1.90588], [1.90673, -5.17414, 2.72627], [2.77332, 3.58439, 0.58161], [-0.95740, -0.83087, -5.80809], [-1.63737, -2.58835, 3.34370], [0.86269, 2.53938, 1.64269], [0.41200, -2.10646, 2.91499], [-1.96115, -3.61635, -0.32934], [1.20808, 5.57581, -2.20901], [-3.68587, 4.20066, 1.76786], [0.45372, 0.11145, 1.38919], [-2.86961, 1.53102, 1.48892], [-2.84447, -3.04294, 2.86278], [2.34885, -4.05007, 0.55139], [2.10786, 5.62178, -1.39808], [1.31819, 0.55723, 0.90658], [-0.25414, -1.06694, -5.01721], [-0.18627, 5.38127, -1.69571], [-0.11011, 4.53974, -1.01503], [-3.84401, -3.91502, 1.16998], [-1.27972, 0.08518, -3.48213], [1.37036, 5.63734, -3.41010], [1.69977, -2.24024, -4.29284], [0.14774, -2.69206, 0.42367], [-0.63903, -2.77261, 1.16011], [-3.69495, -3.16060, 3.52255], [-2.45165, 3.78575, 2.24725], [-4.71574, 1.17426, 0.52730], [-5.44058, 3.60439, 0.72469], [-1.57500, -2.36564, 4.40275], [3.17517, -4.16408, 1.43433], [-1.80307, 4.41840, 2.84339], [4.12272, -3.44465, 1.58043], [1.50918, -1.72218, -3.01855], [3.31394, 0.35971, -0.37744], [2.53024, -2.91607, -4.45140], [2.65146, 2.51337, 0.48598], [2.94243, -6.17860, 1.71885], [4.36082, 2.17170, -0.77656], [0.80215, -2.43470, -6.25836], [1.55267, 1.90902, 1.09816], [2.19514, -1.97626, -2.21858], [-2.07737, 2.45190, 2.15635], [-1.14026, 2.19010, 2.63251], [2.19154, -0.23113, 0.16579], [-4.48018, 3.26662, 1.09659], [-0.45914, -0.57269, -3.74331], [-2.58662, 0.48505, 1.51149], [-1.88182, -3.22470, 0.67891], [-4.10575, 1.93924, 0.98979], [-0.42826, 6.30182, -1.17281], [-2.93740, -3.44441, 1.53148], [3.53144, 1.72876, -0.23897], [2.91801, -5.29147, 2.35266], [3.96121, -0.24413, -1.00295], [0.40298, -0.92980, -2.71129], [-0.52333, -2.47304, 2.50945], [3.65499, -5.44979, 3.13285], [-0.80651, 5.20924, -2.56429], [0.79215, -1.93703, -5.29773], [1.95701, -1.27795, 0.02239]], "lumo_energy_ev": 0.23, "energy_ev": -38612.6396}

---

Which formula does entry 2 have? C26H30F5MgN8O3P2S2